# C23H32N2O5

One molecule with the formula C23H32N2O5 (ωB97M-V with the def2-TZVPD basis set, the Open Molecules 2025 dataset).

```
62
Properties=species:S:1:pos:R:3:forces:R:3
C -3.015610 1.014086 2.455810 0.4007 0.1090 -0.0708
C -1.935993 1.999543 2.033889 -0.6429 0.1007 -0.1739
H -2.125276 2.371213 1.023209 0.0819 0.0059 0.2143
H -1.870747 2.836755 2.730604 0.0253 -0.0738 -0.1054
O -0.638156 1.390243 2.072109 0.1931 0.0311 0.3206
C -0.270989 0.663952 1.032008 0.3517 -0.1368 -0.3015
O -0.931657 0.491322 0.033736 -0.2315 0.0119 0.1854
C 1.102312 0.026066 1.231504 0.0525 -0.1210 0.2481
N 1.569102 -0.593631 0.005807 -0.2071 -0.2046 -0.0343
H 0.763486 -1.003080 -0.460266 0.1047 0.0378 0.0045
C 2.279079 0.268847 -0.932327 0.2760 0.0124 0.1244
H 2.394529 -0.314442 -1.848275 -0.0465 0.0954 0.0658
C 1.519314 1.563734 -1.214178 0.0557 -0.1620 -0.3376
O 1.501616 2.465743 -0.366118 0.1980 0.1544 0.2944
N 0.874027 1.711871 -2.375976 0.0829 0.4485 0.0441
C 0.702774 0.725140 -3.430709 0.1728 -0.5991 -0.2019
H 1.685345 0.348699 -3.735106 -0.1130 0.0347 0.0134
C -0.249157 -0.419460 -3.035771 -0.0593 -0.0936 -0.1317
C -1.245700 -0.522192 -4.190012 -0.0115 0.0125 -0.0151
C -1.413112 0.927225 -4.630562 0.0895 -0.2012 -0.0387
H -1.856863 1.019569 -5.620201 -0.0624 0.0829 -0.0300
H -2.037296 1.464797 -3.917571 -0.0545 0.0407 -0.0101
C 0.014949 1.478744 -4.588967 -0.0993 0.1441 -0.0284
H 0.518119 1.264527 -5.534143 -0.0012 -0.0364 0.0624
C 0.115162 2.963430 -4.241816 0.0482 -0.0211 0.0129
C 0.292447 3.007916 -2.727435 -0.1050 0.4960 0.0724
H 0.995044 3.793910 -2.415116 -0.1306 -0.1493 -0.0450
C -1.027574 3.286577 -1.969003 0.5045 -0.0585 -0.3424
O -2.090023 3.375121 -2.519149 -0.2668 0.0593 0.0381
O -0.872111 3.473579 -0.672679 0.0473 0.1345 0.5639
H 0.065876 3.260133 -0.390004 -0.2778 0.0091 -0.3465
H -0.786463 3.499949 -4.533142 0.0683 0.0422 -0.0098
H 0.974325 3.420249 -4.733408 0.0154 0.0282 0.0603
H -2.183899 -0.978168 -3.881202 -0.0345 -0.1002 -0.0343
H -0.822110 -1.115781 -5.003107 -0.0372 -0.0594 -0.0515
H 0.280751 -1.356314 -2.864611 0.0320 -0.0554 0.1036
H -0.776271 -0.140658 -2.123182 0.0704 -0.0390 0.0112
C 3.669102 0.612843 -0.391053 -0.2510 0.0065 -0.1483
H 4.291727 1.008616 -1.189596 0.1132 0.0941 -0.0370
H 4.127400 -0.286029 0.010535 0.0430 -0.1052 -0.0257
H 3.601965 1.362516 0.392240 0.0284 0.0511 0.0492
C 1.019232 -1.010943 2.363740 -0.1610 0.1340 -0.2074
H 2.016775 -1.417420 2.534367 0.0326 0.0474 0.0251
H 0.693544 -0.501172 3.272153 0.0271 -0.0464 0.0522
C 0.054180 -2.159090 2.045125 0.2102 0.1702 0.2012
C -0.091776 -3.055426 3.241111 -0.0693 -0.0521 -0.1360
C -1.095498 -2.830926 4.174199 0.0087 -0.0010 -0.0242
C -1.209385 -3.632208 5.296230 -0.0481 0.0084 0.0863
C -0.315686 -4.669205 5.501438 -0.0079 -0.0646 0.0928
C 0.690380 -4.899819 4.578726 0.0642 -0.0702 0.0474
C 0.801008 -4.097152 3.457482 -0.0256 0.0239 -0.0158
H 1.586022 -4.281566 2.737820 0.0870 -0.0223 -0.0956
H 1.389899 -5.708625 4.733013 0.0517 -0.0633 0.0092
H -0.404072 -5.296398 6.376243 -0.0076 -0.0508 0.0643
H -1.997764 -3.448148 6.011701 -0.0620 0.0121 0.0517
H -1.797117 -2.023826 4.016063 -0.0820 0.0976 -0.0355
H -0.920168 -1.750209 1.769646 -0.0675 -0.0453 -0.0608
H 0.443293 -2.725976 1.198286 -0.0657 -0.0105 -0.0622
H 1.794351 0.813743 1.536150 -0.0989 -0.0401 -0.0371
H -3.976677 1.519131 2.481951 -0.1279 0.0396 0.0168
H -2.797499 0.614229 3.443967 -0.0385 -0.0353 0.1032
H -3.072490 0.193841 1.743820 -0.0433 -0.0578 -0.0446
```
Forces are in eV/Å.

* E_HOMO: -9.0 eV
* DFT total energy: -1381.42249 Ha
* ΔE to the lowest compared entry with this formula, charge and spin: 5.01 kJ/mol
* structure (SMILES): CCOC(=O)[C@@H](CCc1ccccc1)N[C@H](C)C(=O)N1[C@H](C(=O)O)C[C@@H]2CCC[C@@H]21
* net charge: 0
* HOMO-LUMO gap: 9.6 eV
* molar mass: 416.5 g/mol


# C23H32N2O6

One molecule with the formula C23H32N2O6 (ωB97M-V with the def2-TZVPD basis set, the Open Molecules 2025 dataset).

```
63
Properties=species:S:1:pos:R:3:forces:R:3
C 0.947230 4.993302 0.904056 -0.0635 -0.3743 -0.2786
C 1.050742 3.889866 -0.134626 0.2191 0.2083 -0.0113
H 2.038882 3.415528 -0.101580 -0.1148 0.0631 -0.0409
H 0.894168 4.292067 -1.146813 0.0360 -0.0691 0.0863
O 0.045510 2.923805 0.144489 0.0088 -0.1123 -0.0062
C -0.061660 1.914805 -0.791807 -0.5850 -0.0198 -0.1804
C -1.296832 1.051783 -0.501137 0.1135 0.3000 -0.2981
C -2.582238 1.882919 -0.446974 0.2547 -0.0349 0.4010
C -2.827706 2.512882 0.924228 -0.3757 0.2722 -0.2179
H -2.974424 1.722759 1.663098 0.0248 -0.0212 0.0876
C -4.055972 3.425735 0.932790 0.5142 0.0688 0.1595
O -5.274982 2.732028 0.807804 -0.3700 -0.3256 -0.1686
H -5.257738 2.223413 -0.009975 -0.0435 0.0310 0.0545
H -3.962007 4.178708 0.135590 0.0402 0.0049 0.1065
H -4.123019 3.947128 1.890400 0.0461 0.0336 -0.1010
H -1.954374 3.096173 1.210440 -0.0184 -0.0089 0.0706
H -3.415829 1.219491 -0.693170 -0.0178 0.0398 -0.0918
H -2.533405 2.667322 -1.207263 -0.0518 0.0387 -0.1173
H -1.134626 0.574307 0.469602 0.0493 -0.0561 0.0039
C -1.389000 -0.036541 -1.589817 0.2084 0.0706 0.2409
C -0.026670 -0.603256 -1.861599 0.0796 0.2069 0.0947
C 1.093930 -0.046245 -1.408106 -0.3864 0.0250 -0.2552
O 1.133884 1.146479 -0.738252 0.2224 -0.1268 0.0294
C 2.422059 -0.682456 -1.700587 0.0015 0.0749 -0.1672
O 2.621767 -1.180552 -2.797433 -0.1322 -0.0901 -0.0953
N 3.360152 -0.667372 -0.731131 0.2674 0.0582 0.0799
C 3.148382 -0.372884 0.667184 -0.2219 -0.2173 0.5297
H 2.172189 0.078317 0.821837 0.1063 0.0030 0.0267
C 3.267151 -1.675107 1.482560 -0.0286 0.2576 -0.0540
N 4.521046 -2.369803 1.276918 -0.0088 -0.1947 0.1009
C 5.649168 -1.781593 1.965692 -0.0544 -0.0021 -0.0411
H 6.514170 -2.429076 1.827573 0.0839 0.0290 0.0333
H 5.917155 -0.771262 1.627024 0.0548 0.0399 0.0266
H 5.421050 -1.736960 3.030064 0.0604 0.0418 0.0560
C 4.737964 -2.595656 -0.139310 0.0035 0.1613 -0.1757
C 4.635521 -1.312718 -0.978783 0.2118 -0.3412 -0.1979
H 4.693086 -1.546766 -2.042171 0.0708 0.0659 0.1292
H 5.438587 -0.616473 -0.715304 -0.0214 -0.0041 -0.0278
H 5.716834 -3.056641 -0.280189 -0.0106 -0.0381 -0.0337
H 3.971106 -3.297392 -0.481980 0.0510 0.0023 -0.0918
H 3.151103 -1.457483 2.545860 -0.0476 -0.0137 0.0149
H 2.463637 -2.353639 1.176477 -0.0797 0.0806 0.0303
H 3.913483 0.341789 0.991488 -0.0889 0.0286 -0.0023
H 0.035895 -1.521177 -2.421499 0.1646 -0.1025 -0.1043
C -2.336122 -1.131184 -1.160199 -0.1850 0.0627 -0.2090
C -3.577149 -1.275681 -1.758644 0.1832 0.0854 -0.0072
C -4.479485 -2.263098 -1.365405 -0.1111 -0.3663 0.2884
C -4.086143 -3.098686 -0.350939 0.4776 0.1920 0.1004
C -2.834943 -2.964972 0.255069 -0.4412 0.0713 -0.2866
C -1.947011 -1.994158 -0.129528 -0.1748 -0.2866 0.1819
H -0.980535 -1.906107 0.338429 0.1790 0.0101 0.0832
O -2.696261 -3.921293 1.225199 0.3195 0.3758 -0.1636
C -3.896681 -4.663773 1.211136 -0.2777 -0.9991 0.7617
O -4.760669 -4.141899 0.224972 -0.1477 0.2882 -0.3584
H -3.674531 -5.719289 0.985724 -0.0173 0.2763 -0.0207
H -4.381811 -4.598769 2.198322 0.1133 0.0707 -0.2442
H -5.442154 -2.369699 -1.835848 -0.1393 -0.0197 -0.0696
H -3.858658 -0.611417 -2.562311 0.0108 0.0986 -0.0855
H -1.776047 0.419087 -2.510358 -0.0492 -0.0227 0.0610
H -0.138593 2.338855 -1.816608 0.0613 -0.0914 0.2072
H 1.087743 4.578994 1.898235 0.0429 0.0007 0.1273
H 1.707922 5.746191 0.718958 0.0680 0.0996 0.0158
H -0.034236 5.457370 0.858113 -0.0840 0.1013 0.0141
```
Forces are in eV/Å.

* E_HOMO: -8.1 eV
* DFT total energy: -1456.53694 Ha
* ΔE to the lowest compared entry with this formula, charge and spin: 307.44 kJ/mol
* structure (SMILES): CCO[C@H]1OC(C(=O)N2CCN(C)CC2)=C[C@@H](c2ccc3c(c2)OCO3)[C@@H]1CCCO
* net charge: 0
* HOMO-LUMO gap: 8.8 eV
* molar mass: 432.5 g/mol